Molecular formula: C24H38N3O3PPb
Method: DFT, ωB97M-V with the def2-TZVPD basis set

The calculation puts the energy at -1860.9634 Ha. Its relative energy (zero: lowest compared OMol25 entry of this formula, charge and spin) is 0.0 kJ/mol. The strongest force on any atom is 0.4 eV Å⁻¹. The calculation puts the HOMO energy at -13.5629 eV.

The geometry in ORCA input format:
```
! RIJCOSX wB97M-V def2-TZVPD def2/J DEFGRID3
* xyz 2 1
Pb 3.5725 -0.6684 -1.2901
N 4.9151 -0.3041 0.7130
C 4.1984 -0.7840 1.9134
C 2.9638 -1.6419 1.6326
O 2.3570 -2.0911 2.5886
O 2.6001 -1.8335 0.4026
H 5.8031 -0.7873 0.6121
H 5.1316 0.6838 0.8039
H 3.8487 0.0666 2.4972
H 4.8551 -1.3659 2.5595
N 0.3510 8.8695 -0.0907
C 0.6292 7.7603 -0.1810
C 0.9784 6.3707 -0.2936
C 0.3963 5.4417 0.5644
C 0.7360 4.1062 0.4589
C 1.6546 3.6837 -0.5011
C 2.2328 4.6235 -1.3593
C 1.8984 5.9595 -1.2564
C 2.0270 2.3025 -0.6310
C 2.3789 1.1464 -0.7747
H -0.3132 5.7736 1.3089
H 0.2920 3.3903 1.1386
H 2.9414 4.2963 -2.1074
H 2.3423 6.6892 -1.9188
C -0.7059 -2.8065 2.3288
N -0.0477 -3.4882 1.2168
C 0.5609 -4.7849 1.5721
C 0.2004 -2.9796 0.0579
C 0.8832 -3.7595 -1.0082
O -0.2154 -1.7731 -0.3339
H -1.3534 -3.5239 2.8280
H -1.3031 -1.9744 1.9792
H 0.0705 -2.4541 3.0068
H 0.1628 -5.0905 2.5337
H 1.6382 -4.6582 1.6623
H 0.3189 -5.5389 0.8274
H 0.2268 -4.5691 -1.3386
H 1.8100 -4.1914 -0.6407
H 1.0986 -3.1129 -1.8528
C -3.0189 -2.8986 -0.7626
C -3.0109 -1.4617 -0.2251
C -4.1359 -0.6491 -0.8867
P -1.3906 -0.6449 -0.4180
C -1.0245 0.0202 -2.0616
C -1.2424 -0.9891 -3.1909
C -1.7132 1.3628 -2.3465
C -1.0256 0.6862 0.7760
C -0.1452 0.3069 1.9691
C -2.3011 1.4109 1.2245
H -4.0226 -3.3020 -0.6308
H -2.3378 -3.5598 -0.2307
H -2.7909 -2.9344 -1.8265
H -3.1938 -1.4803 0.8539
H -4.0427 -0.6557 -1.9707
H -4.1919 0.3788 -0.5406
H -5.0819 -1.1284 -0.6372
H 0.0526 0.2173 -1.9486
H -2.3002 -1.1085 -3.4209
H -0.8192 -1.9693 -2.9718
H -0.7572 -0.6151 -4.0914
H -2.7964 1.2812 -2.3641
H -1.3980 1.6966 -3.3345
H -1.4284 2.1419 -1.6409
H -0.4319 1.3579 0.1443
H -0.7348 -0.0737 2.8008
H 0.3543 1.2121 2.3125
H 0.6277 -0.4117 1.7122
H -2.9817 0.7455 1.7562
H -2.8343 1.8818 0.4010
H -2.0182 2.1999 1.9210
*
```

Mulliken atomic charge list, values in e, 8 entries: 1.087 -0.574 -0.639 0.573 -0.623 -0.527 0.316 0.309